{
  "formula": "C5H17N3",
  "method": "ωB97M-V/def2-TZVPD",
  "orbital_gap_ha": 0.3607,
  "relative_energy_kj_mol": 32.6,
  "charge": 0,
  "elements": ["C", "N", "C", "C", "H", "H", "H", "H", "H", "H", "H", "H", "H", "N", "C", "C", "N", "H", "H", "H", "H", "H", "H", "H", "H"],
  "xyz": [[-1.089, 1.491, -1.139], [-1.097, 0.047, -1.020], [-2.456, -0.444, -0.860], [-0.487, -0.557, -2.192], [-1.468, 1.949, -0.225], [-1.694, 1.848, -1.988], [-0.065, 1.839, -1.269], [-2.438, -1.521, -0.700], [-2.912, 0.020, 0.014], [-3.083, -0.212, -1.735], [-0.488, -1.642, -2.087], [0.536, -0.201, -2.300], [-1.034, -0.309, -3.117], [0.037, 0.503, 2.522], [1.271, 0.528, 1.728], [1.824, -0.879, 1.591], [3.051, -0.858, 0.789], [-0.687, 0.066, 1.961], [-0.264, 1.461, 2.698], [2.015, 1.145, 2.234], [1.130, 0.948, 0.723], [2.071, -1.255, 2.585], [1.035, -1.525, 1.183], [3.473, -1.781, 0.777], [2.819, -0.663, -0.173]],
  "forces_ev_per_a": [[0.13, 0.06, 0.13], [-0.11, -0.06, -0.07], [0.17, 0.08, 0.16], [-0.14, 0.03, 0.06], [-0.10, -0.03, 0.02], [-0.01, 0.02, -0.04], [0.03, 0.03, -0.09], [-0.06, -0.03, -0.07], [-0.03, 0.01, 0.03], [-0.05, -0.06, -0.04], [0.10, -0.02, 0.00], [0.09, -0.05, 0.00], [0.00, 0.02, -0.01], [0.14, 0.39, -0.18], [-0.01, -0.12, 0.09], [0.09, 0.10, 0.06], [-0.07, -0.29, 0.10], [-0.10, 0.01, 0.01], [-0.01, -0.33, 0.00], [-0.02, 0.02, 0.04], [-0.02, 0.01, -0.02], [-0.04, -0.01, 0.00], [0.02, -0.03, -0.03], [0.02, 0.09, 0.08], [-0.04, 0.16, -0.25]],
  "nbo_charge": [-0.419, -0.436, -0.416, -0.414, 0.199, 0.164, 0.200, 0.201, 0.198, 0.163, 0.200, 0.197, 0.162, -0.834, -0.217, -0.220, -0.831, 0.353, 0.353, 0.190, 0.156, 0.191, 0.159, 0.354, 0.345]
}